Record 1
# C17H45N3O5

A structure of composition C17H45N3O5 in a non-equilibrium geometry (the ωB97M-V functional and the def2-TZVPD basis, OMol25).

F_max, eV/Å: 14.81
Net charge: 0
M, g mol⁻¹: 371.56
DFT total energy, Ha: -1214.54916
HOMO level, eV: -7.117
LUMO level, eV: 0.2
Orbital gap, eV: 7.3

Geometry (Å):
O1 -6.93 1.86 -25.43
H1 -7.43 1.41 -24.75
H2 -6.42 1.26 -25.99
H3 -7.57 2.32 -25.97
O2 -8.15 2.68 -26.59
H4 -8.17 3.13 -27.45
C1 -9.48 6.57 -25.72
C2 -9.12 5.21 -26.39
C3 -8.18 5.35 -27.57
O3 -8.66 5.99 -28.76
C4 -9.40 5.19 -29.59
N1 -8.58 4.35 -25.40
H5 -10.10 7.25 -26.30
H6 -8.55 7.09 -25.50
H7 -9.99 6.43 -24.77
H8 -10.03 4.73 -26.77
H9 -7.84 4.35 -27.82
H10 -7.21 5.78 -27.32
H11 -9.01 4.18 -29.64
H12 -9.51 5.52 -30.63
H13 -10.36 5.26 -29.07
H14 -7.77 4.81 -25.00
H15 -8.29 3.45 -25.75
C5 -5.85 1.29 -27.92
C6 -6.55 0.21 -26.99
C7 -6.70 -1.24 -27.60
O4 -7.53 -1.08 -28.78
C8 -8.37 -2.22 -29.03
N2 -5.76 0.08 -25.78
H16 -4.77 1.17 -27.86
H17 -6.13 2.29 -27.60
H18 -6.08 1.09 -28.96
H19 -7.55 0.52 -26.67
H20 -7.00 -2.04 -26.93
H21 -5.69 -1.58 -27.84
H22 -7.76 -3.10 -29.24
H23 -9.06 -1.95 -29.83
H24 -8.99 -2.43 -28.15
H25 -4.95 -0.49 -25.97
H26 -6.17 -0.60 -25.17
C9 -11.84 3.51 -27.81
C10 -11.61 2.41 -28.80
C11 -11.91 3.15 -30.12
C12 -11.51 2.27 -31.35
C13 -10.07 1.74 -31.23
C14 -9.63 1.18 -29.84
N3 -10.18 2.00 -28.78
O5 -9.62 1.66 -27.53
C15 -9.96 -0.33 -29.61
C16 -8.05 1.28 -29.79
C17 -12.60 1.31 -28.45
H27 -11.42 4.48 -28.07
H28 -11.54 3.20 -26.81
H29 -12.90 3.70 -27.65
H30 -12.90 3.53 -30.35
H31 -11.34 4.08 -30.16
H32 -11.80 2.77 -32.27
H33 -12.19 1.42 -31.29
H34 -9.36 2.46 -31.63
H35 -10.02 0.89 -31.92
H36 -11.01 -0.62 -29.57
H37 -9.47 -0.92 -30.39
H38 -9.62 -0.73 -28.65
H39 -7.59 0.74 -28.96
H40 -7.73 0.88 -30.75
H41 -7.65 2.29 -29.71
H42 -12.32 0.74 -27.56
H43 -12.61 0.52 -29.20
H44 -13.60 1.67 -28.21
H45 -9.31 2.50 -27.18

Record 2
# C7H10INOs

A structure of composition C7H10INOs in a non-equilibrium geometry (the ωB97M-V functional and the def2-TZVPD basis, OMol25).

F_max, eV/Å: 3.98
Net charge: 0
M, g mol⁻¹: 425.30
DFT total energy, Ha: -715.58269
HOMO level (alpha / beta), eV: -5.869 / -7.828
2S+1: 5
LUMO level (alpha / beta), eV: 0.4 / -2.1
Orbital gap (alpha / beta), eV: 6.3 / 5.8

Geometry (Å):
C1 -0.77 0.67 -2.20
C2 0.62 0.58 -1.92
C3 0.92 1.35 -0.75
C4 -0.29 1.94 -0.31
C5 -1.34 1.54 -1.20
Os1 -0.44 -0.26 -0.33
N1 -2.06 0.06 0.78
C6 0.47 -1.86 -1.14
C7 1.37 -1.42 -0.14
H1 1.89 1.44 -0.28
H2 1.34 0.01 -2.49
H3 -0.41 2.55 0.56
H4 -2.38 1.86 -1.18
H5 -1.31 0.19 -3.02
H6 2.24 -0.80 -0.41
H7 -0.13 -2.72 -0.82
H8 -2.97 -0.41 0.91
H9 1.60 -2.17 0.64
H10 0.71 -1.86 -2.20
I1 0.38 -0.45 2.38

Record 3
# C4H5ClO

A cluster of 2 separate species, C4H5ClO in total in a non-equilibrium geometry (the ωB97M-V functional and the def2-TZVPD basis, OMol25).

F_max, eV/Å: 2.49
Net charge: 0
M, g mol⁻¹: 104.54
DFT total energy, Ha: -690.65686
HOMO level, eV: -9.043
LUMO level, eV: -0.4
Orbital gap, eV: 8.6

Geometry (Å):
C1 -2.66 -1.44 -1.00
C2 0.12 0.57 1.31
C3 0.61 0.88 -0.08
C4 -0.62 1.56 0.41
O1 -1.87 -1.75 -0.22
Cl1 -2.45 -1.54 -2.73
H1 -3.69 -1.07 -0.87
H2 -0.26 -0.34 1.61
H3 0.52 0.98 2.20
H4 1.53 1.44 -0.19
H5 0.58 0.09 -0.81

Record 4
# C18H20N2O5

The molecule C18H20N2O5 in a non-equilibrium geometry (the ωB97M-V functional and the def2-TZVPD basis, OMol25).

F_max, eV/Å: 4.35
Net charge: 0
SMILES: N[C@@H](Cc1ccc(O)cc1)C(=O)N[C@@H](Cc1ccc(O)cc1)C(=O)O
M, g mol⁻¹: 344.37
DFT total energy, Ha: -1183.62707
HOMO level, eV: -8.792
LUMO level, eV: 0.4
Orbital gap, eV: 9.2

Geometry (Å):
C1 -0.01 0.17 2.73
C2 -2.87 -1.19 -2.56
C3 -2.84 -0.94 -1.17
C4 -2.20 -0.34 -3.43
C5 -2.19 0.19 -0.71
C6 -1.52 1.07 -1.57
C7 -0.84 2.30 -0.99
C8 1.07 3.50 0.12
C9 0.54 2.12 -0.45
C10 -1.59 0.79 -2.94
C11 3.17 -2.59 1.01
C12 1.57 -2.70 -0.83
C13 2.16 -2.02 1.79
C14 0.69 -2.01 -0.03
C15 0.90 -1.82 1.32
C16 -0.21 -1.25 2.20
C17 -0.26 1.28 1.68
C18 2.84 -2.91 -0.29
H1 -0.76 3.07 -1.75
H2 -1.42 2.68 -0.14
H3 -1.10 1.46 -3.68
H4 -2.20 0.60 0.31
H5 1.72 2.59 1.59
H6 -3.45 -1.49 -0.54
H7 -3.64 -2.29 -3.89
H8 1.24 1.68 -1.21
H9 -2.35 -0.48 -4.51
H10 0.73 0.14 0.30
H11 -0.37 -2.01 2.98
H12 4.16 -2.80 1.43
H13 1.35 -3.06 -1.87
H14 2.39 -1.79 2.80
H15 -0.24 -1.61 -0.42
H16 -1.23 -1.29 1.71
H17 1.01 0.39 3.03
H18 -1.57 0.96 3.64
H19 -0.44 0.58 4.76
H20 3.49 -3.98 -1.77
N1 -0.87 0.28 3.88
N2 0.61 1.07 0.59
O1 -3.64 -2.25 -2.95
O2 -1.01 2.21 1.95
O3 3.81 -3.57 -0.97
O4 0.92 4.53 -0.50
O5 1.66 3.52 1.28